C68H70AsBiN6P2SeTe | ωB97M-V with the def2-TZVPD basis set

Structure (XYZ):
```
150
Properties=species:S:1:pos:R:3:forces:R:3:mulliken_charge:R:1
Bi 0.25742 -0.98043 -0.83995 -0.01 0.92 0.04 1.5882
C -0.29195 0.30034 -4.55077 -0.05 -0.04 0.13 -1.0431
C -1.63729 -0.27682 -4.19356 0.15 0.04 -0.01 1.4762
C -2.80356 0.23400 -4.74361 -0.08 -0.03 0.00 -0.9622
C -4.02600 -0.38745 -4.52266 0.04 -0.01 -0.03 -1.3094
C -4.08589 -1.55387 -3.77820 -0.04 0.08 0.04 -0.9205
C -2.94352 -2.08497 -3.18509 0.02 -0.06 0.10 1.3864
C -3.01913 -3.40954 -2.46478 0.00 0.01 -0.11 -1.7441
C -1.74283 -1.39740 -3.36365 -0.02 0.00 0.00 -0.9263
N -0.55490 -1.86595 -2.69653 0.28 -0.82 -0.25 0.5851
C 0.15824 -2.84281 -3.24171 -0.38 0.36 0.08 0.8389
C -0.22482 -3.50601 -4.52817 0.07 0.03 0.01 -2.3560
C 1.35179 -3.24524 -2.55907 0.14 0.03 0.45 1.5607
C 2.16838 -4.37512 -3.10350 -0.01 0.04 -0.10 -2.2487
N 1.66132 -2.59127 -1.44843 -0.17 -0.60 -0.39 0.5864
C 2.92940 -2.85433 -0.80994 0.16 0.21 -0.27 -0.1560
C 2.96397 -3.55523 0.39441 -0.09 -0.02 0.03 0.4358
C 1.70585 -4.09076 1.01355 0.03 0.04 -0.06 -0.9995
C 4.19714 -3.78208 0.99275 0.03 0.01 -0.01 -0.8039
C 5.36938 -3.33972 0.39853 -0.02 -0.02 0.02 -1.1223
C 5.31696 -2.67687 -0.81510 0.03 -0.04 0.01 -0.7169
C 4.10247 -2.42829 -1.44608 -0.06 0.13 -0.10 1.5596
C 4.10747 -1.75552 -2.79782 0.04 -0.12 0.07 -1.8272
H -0.41394 1.20713 -5.14040 0.01 0.01 0.02 0.4859
H 0.27768 -0.41638 -5.15052 -0.01 0.02 0.00 0.2958
H 0.30111 0.54611 -3.66705 -0.05 0.05 -0.04 -0.0133
H -2.75112 1.11975 -5.36504 0.01 -0.04 -0.02 0.4710
H -4.92574 0.01177 -4.97379 0.02 0.00 0.02 0.4654
H -5.03021 -2.07524 -3.66551 0.03 0.00 0.00 0.5716
H -3.90190 -3.46602 -1.82981 -0.01 0.01 0.01 0.5712
H -2.14025 -3.60639 -1.85130 -0.02 0.01 0.05 0.1609
H -3.10311 -4.21851 -3.19516 0.04 0.00 0.01 0.4359
H -1.10525 -3.04673 -4.96681 0.00 0.01 -0.02 0.4700
H -0.43508 -4.56478 -4.35846 0.01 0.01 -0.01 0.4234
H 0.59421 -3.44972 -5.24735 -0.01 -0.03 0.00 0.4964
H 1.54031 -5.26086 -3.21911 0.00 0.01 -0.01 0.5503
H 3.00154 -4.62278 -2.45367 0.00 -0.01 0.01 0.4141
H 2.55964 -4.13048 -4.09369 0.01 -0.02 0.02 0.3940
H 1.03786 -4.53430 0.27191 0.00 0.02 0.03 0.2393
H 1.15471 -3.28954 1.50714 -0.05 0.03 0.03 -0.2160
H 1.93753 -4.85159 1.75572 0.00 0.02 0.03 0.6241
H 4.23462 -4.33129 1.92595 0.01 0.00 -0.02 0.4965
H 6.32424 -3.52671 0.87264 -0.02 0.00 -0.01 0.4446
H 6.23424 -2.35242 -1.29304 -0.02 -0.01 0.01 0.5258
H 4.80758 -0.92055 -2.80689 -0.01 0.00 0.00 0.5176
H 3.12732 -1.38310 -3.09104 0.00 0.05 0.01 0.0429
H 4.44218 -2.45836 -3.56508 -0.02 0.00 0.01 0.3461
Te -0.03033 -1.32192 5.00274 -0.29 0.12 -0.08 0.3230
C -1.97551 -1.78084 5.72515 0.13 -0.08 -0.08 0.3102
C -2.48451 -3.06800 5.81562 0.02 -0.01 0.06 -0.1466
C -3.78517 -3.22410 6.28190 -0.08 0.08 0.03 -0.4491
N -4.56875 -2.20727 6.63557 0.08 0.05 -0.06 -0.6147
C -4.06305 -0.97748 6.55286 -0.03 -0.12 -0.02 -0.4965
C -2.77444 -0.70924 6.10542 -0.04 -0.03 -0.01 -0.2967
C -0.89991 -0.87298 3.11720 0.40 -0.24 -0.85 -1.0859
P -0.52763 0.71216 2.32878 -0.33 0.14 0.44 1.9849
C 0.36508 1.65499 3.59668 0.16 -0.16 -0.14 0.5757
C 1.72456 1.37112 3.73617 0.00 -0.05 -0.06 -0.8334
C 2.48702 2.01495 4.69766 0.02 -0.01 0.02 -0.6809
C 1.89091 2.95396 5.52901 0.00 -0.03 0.00 -0.7596
C 0.53644 3.23424 5.40151 0.00 0.01 -0.02 -0.7280
C -0.22631 2.59393 4.43474 -0.03 0.08 0.07 -0.6621
C -2.11193 1.61780 2.20865 0.08 0.09 -0.02 0.5990
C -3.25815 1.27494 2.91788 -0.06 0.01 0.04 0.1981
C -4.39200 2.07385 2.84478 0.01 -0.05 0.03 -0.7273
C -4.37401 3.24353 2.09702 0.05 0.00 -0.04 -1.0917
C -3.21921 3.60804 1.41362 0.02 -0.04 0.06 -0.6983
C -2.09546 2.79642 1.46089 0.09 -0.05 0.01 -0.5675
P -1.40884 -2.10422 1.96044 -0.70 -0.20 1.34 0.5456
C -3.15682 -1.75835 1.56888 0.04 -0.01 -0.31 0.2325
C -3.59415 -1.60492 0.26660 -0.01 -0.08 -0.02 0.8077
C -4.95172 -1.47242 -0.01064 0.02 -0.03 -0.01 -0.7017
C -5.87242 -1.49371 1.02194 0.03 0.06 0.05 -0.9498
C -5.43897 -1.65206 2.33797 0.00 -0.07 -0.04 -0.8145
C -4.09311 -1.80117 2.60954 0.05 0.04 0.07 0.6948
C -1.53760 -3.80623 2.63153 0.19 -0.05 -0.16 1.1465
C -0.49643 -4.40546 3.34764 0.02 -0.03 -0.10 -0.2070
C -0.60565 -5.70783 3.80640 0.07 0.06 -0.02 -0.9500
C -1.73912 -6.45731 3.52062 -0.04 -0.01 -0.01 -0.6483
C -2.75068 -5.89921 2.75456 0.04 -0.01 0.01 -0.6547
C -2.64839 -4.59035 2.30312 -0.02 0.05 0.04 -1.1115
H -1.90264 -3.93487 5.53584 0.00 0.01 0.03 0.5246
H -4.21627 -4.21522 6.37426 0.01 0.01 -0.01 0.4234
H -4.71556 -0.16764 6.86094 0.01 -0.01 0.00 0.4337
H -2.41025 0.30921 6.05901 0.00 0.00 0.03 0.4604
H 2.18306 0.63904 3.07673 0.03 0.02 -0.01 0.4140
H 3.54289 1.79329 4.79419 -0.03 0.00 0.00 0.5261
H 2.48225 3.46933 6.27474 -0.02 -0.02 0.00 0.4191
H 0.07222 3.95871 6.05784 0.00 0.00 -0.02 0.4637
H -1.27884 2.83045 4.34193 0.00 -0.01 -0.02 0.4222
H -3.26458 0.39740 3.54908 0.01 0.00 -0.03 0.0858
H -5.28173 1.79195 3.39548 0.03 0.02 -0.01 0.5042
H -5.24743 3.88267 2.06878 0.00 -0.02 -0.01 0.3956
H -3.18754 4.53921 0.86094 0.00 -0.01 0.00 0.4851
H -1.19575 3.08120 0.92507 -0.09 0.01 -0.03 0.4809
H -2.87779 -1.59665 -0.54376 -0.05 -0.03 0.01 -0.7885
H -5.28018 -1.36774 -1.03887 0.01 0.03 0.03 0.4692
H -6.92978 -1.39655 0.81163 0.01 0.00 0.00 0.4205
H -6.15446 -1.68185 3.14997 0.00 -0.01 -0.01 0.5493
H -3.76652 -1.97173 3.62986 0.01 0.06 -0.01 -0.4157
H 0.41003 -3.86040 3.55326 0.00 0.06 0.08 0.3860
H 0.20164 -6.13835 4.38550 -0.01 0.00 -0.03 0.4877
H -1.82062 -7.47775 3.87295 -0.01 0.03 0.01 0.4492
H -3.62623 -6.48235 2.50156 0.01 0.01 -0.01 0.5003
H -3.44560 -4.19427 1.69121 -0.03 0.05 0.04 0.3799
C 2.86746 3.00788 0.78118 -0.07 0.06 0.05 -1.1632
As 2.83442 1.16430 0.14349 0.25 0.04 -0.19 0.5647
C 3.34070 1.62336 -1.69187 0.08 -0.04 -0.03 -0.5920
C 4.58383 0.52310 0.84100 -0.03 0.08 0.04 -0.1617
C 5.77191 1.34893 0.45773 0.03 -0.02 0.07 0.0375
C 6.17089 2.43468 1.23582 -0.02 -0.03 -0.01 -0.4512
C 7.26590 3.20557 0.87444 0.01 0.02 -0.04 -0.7522
C 7.98407 2.90231 -0.27459 -0.01 -0.02 0.02 -0.5531
C 7.60840 1.81360 -1.04978 -0.02 0.03 0.00 -0.8401
C 6.51123 1.04698 -0.68434 0.01 -0.03 0.01 0.3159
H 3.77228 3.49175 0.41520 0.01 0.02 0.02 0.5525
H 2.83386 3.06294 1.86717 0.01 -0.03 0.03 0.2384
H 1.99348 3.51562 0.37320 0.01 -0.01 -0.01 0.1538
H 4.34299 2.05108 -1.70452 0.01 -0.02 0.01 0.6037
H 2.62742 2.37037 -2.03011 -0.04 -0.02 -0.01 -0.0187
H 3.30193 0.76620 -2.36258 -0.03 0.02 0.06 -0.0970
H 4.69398 -0.50406 0.49501 -0.04 -0.02 0.03 -0.6587
H 4.46924 0.49752 1.92657 -0.01 -0.04 0.02 0.7135
H 5.62307 2.66607 2.14300 0.01 0.02 -0.01 0.4276
H 7.56503 4.04309 1.49183 -0.01 -0.02 0.00 0.4158
H 8.83849 3.50315 -0.55687 -0.01 -0.01 0.01 0.3992
H 8.17521 1.55897 -1.93654 -0.01 0.00 0.01 0.4338
H 6.22956 0.18761 -1.28498 0.00 0.03 0.01 0.2747
C 1.31801 4.23884 -4.39514 -0.01 0.01 0.01 -0.8883
N 0.10888 4.79398 -3.81835 0.01 0.05 -0.04 0.5055
C -0.54775 4.31902 -2.73750 0.12 0.04 -0.07 -0.2835
Se -0.14223 2.84640 -1.70693 0.07 0.30 -0.15 -0.2833
N -1.60144 5.13925 -2.53275 -0.11 0.14 -0.05 0.1414
C -1.62875 6.16301 -3.47938 -0.07 -0.09 0.12 0.3108
C -2.49312 7.22420 -3.68898 -0.03 0.02 0.02 -0.7775
C -2.20760 8.06019 -4.75656 0.00 0.00 0.00 -0.5020
C -1.09584 7.84447 -5.57661 0.02 -0.03 0.00 -0.6554
C -0.23323 6.78098 -5.36025 0.00 0.02 -0.03 -0.6834
C -0.53079 5.94339 -4.29722 0.14 -0.15 -0.02 0.7727
H 1.50700 3.27261 -3.93615 -0.02 -0.01 0.03 0.0599
H 2.16465 4.89981 -4.21092 0.00 0.01 0.01 0.3354
H 1.18543 4.11303 -5.46896 -0.01 0.01 0.00 0.3595
H -2.25250 4.99648 -1.78119 0.03 -0.01 0.02 0.0320
H -3.34971 7.39686 -3.05057 0.01 0.00 -0.02 0.4225
H -2.85866 8.90003 -4.95851 0.02 -0.01 0.01 0.4150
H -0.90437 8.52117 -6.39840 0.00 0.00 0.02 0.4032
H 0.63216 6.61956 -5.98934 -0.03 0.00 0.00 0.4476
N -3.20594 1.07684 -1.21297 -0.01 0.16 -0.11 -0.0409
C -2.12105 0.67254 -1.19719 -0.09 -0.35 0.13 -0.2467
H -4.09061 1.54072 -1.23646 0.01 -0.01 0.02 0.1983
```
Forces are in eV/Å.

Results
total charge = +2
HOMO-LUMO gap (spin up / spin down) = 4.369 / 4.368 eV
DFT total energy = -238474.2055 eV